Record 1
{
  "formula": "C5H14N2O",
  "method": "wB97M-V/def2-TZVPD",
  "elements": ["O", "N", "N", "C", "C", "C", "C", "C", "H", "H", "H", "H", "H", "H", "H", "H", "H", "H", "H", "H", "H", "H"],
  "positions_angstrom": [[-0.20, 1.14, -2.44], [-0.92, -0.97, -0.73], [1.03, 1.72, 0.94], [0.33, 0.71, 1.80], [0.53, -0.83, 1.34], [0.36, -0.89, -0.19], [1.50, -1.12, -0.90], [-2.14, -0.64, 0.06], [1.90, 1.39, 0.55], [0.95, 0.76, 2.74], [0.65, 1.08, -2.84], [-2.28, 0.50, 0.28], [-0.32, -1.45, 1.85], [-2.12, -1.31, 0.98], [1.37, -1.23, -1.99], [-0.92, -0.48, -1.63], [-0.64, 2.03, -2.45], [-0.73, 0.93, 1.99], [0.55, 2.02, 0.08], [-2.95, -1.09, -0.48], [1.53, -1.32, 1.61], [2.51, -0.98, -0.55]],
  "multiplicity": 1,
  "relative_energy_kj_mol": 301.6,
  "charge": 0
}

Record 2
{
  "formula": "C49H46BBrF4N4O5P2Sr",
  "method": "wB97M-V/def2-TZVPD",
  "elements": ["Sr", "Br", "P", "P", "F", "F", "F", "F", "O", "O", "O", "O", "O", "N", "N", "N", "N", "C", "C", "C", "C", "C", "C", "C", "C", "C", "C", "C", "C", "C", "C", "C", "C", "C", "C", "C", "C", "C", "C", "C", "C", "C", "C", "C", "C", "C", "C", "C", "C", "C", "C", "C", "C", "C", "C", "C", "C", "C", "C", "C", "C", "C", "C", "C", "C", "C", "B", "H", "H", "H", "H", "H", "H", "H", "H", "H", "H", "H", "H", "H", "H", "H", "H", "H", "H", "H", "H", "H", "H", "H", "H", "H", "H", "H", "H", "H", "H", "H", "H", "H", "H", "H", "H", "H", "H", "H", "H", "H", "H", "H", "H", "H", "H"],
  "positions_angstrom": [[-1.23, 0.09, -0.89], [-2.62, 0.05, 4.32], [4.15, -1.59, -3.90], [2.73, 0.02, -1.73], [-2.22, -3.39, -2.40], [-0.36, -4.01, -1.20], [-0.64, -1.80, -1.79], [-0.15, -3.38, -3.40], [0.80, 0.43, -0.18], [-3.12, -1.01, -0.57], [-2.95, 0.19, -2.42], [-3.19, 2.14, -0.18], [1.70, 0.14, 1.85], [-5.27, -0.72, 0.86], [-1.01, 2.48, -1.91], [-1.53, 1.37, 1.13], [-1.79, -1.52, 2.23], [1.02, 0.36, -6.69], [-0.22, 1.52, 1.69], [2.98, -2.99, 0.97], [2.35, 0.74, -6.81], [4.35, -0.16, -2.75], [-5.72, -0.61, 2.18], [2.95, -0.80, -5.05], [-6.64, -0.53, 4.81], [-7.10, 1.93, 4.66], [3.37, 3.67, 0.17], [-5.86, -0.19, -0.26], [-2.17, -1.59, 3.48], [-1.46, -2.66, 1.61], [2.61, -2.15, -0.06], [-5.73, 0.47, -2.58], [-5.70, -1.76, 2.98], [-1.92, -3.94, 3.57], [2.98, 2.67, -2.38], [-6.12, 0.62, 2.74], [-1.52, -3.89, 2.24], [-1.10, 3.14, -0.60], [3.28, 2.30, -0.03], [4.10, -2.69, 1.74], [8.03, -0.93, -5.20], [1.61, -1.16, -4.93], [3.06, 4.04, -2.18], [-7.83, 0.57, -1.44], [5.68, -1.99, -6.21], [4.50, -0.74, 0.40], [0.85, 0.60, 1.09], [6.88, -0.95, -4.42], [8.00, -1.43, -6.49], [-2.00, 2.18, 0.21], [-7.24, 0.09, -0.29], [-5.95, 1.90, 1.96], [3.08, 1.78, -1.31], [-6.62, 0.64, 4.05], [0.65, -0.58, -5.74], [-5.11, -0.02, -1.44], [-7.09, 0.77, -2.60], [3.35, -1.00, -0.35], [-2.26, -2.76, 4.22], [3.26, 4.55, -0.90], [-6.15, -1.72, 4.28], [-3.63, -0.29, -1.48], [3.31, 0.16, -5.99], [6.82, -1.97, -6.99], [4.86, -1.57, 1.44], [5.68, -1.46, -4.91], [-0.86, -3.18, -2.22], [-2.57, -2.74, 5.25], [0.19, 2.54, 1.61], [-0.10, 3.26, -0.20], [-7.80, 2.44, 4.01], [-6.14, -2.61, 4.89], [-1.97, 2.33, -2.23], [4.76, -2.41, -6.60], [8.89, -1.41, -7.10], [4.56, 0.74, -3.34], [4.37, -3.33, 2.57], [-1.25, -4.78, 1.69], [5.19, -0.36, -2.09], [-5.12, 0.61, -3.46], [3.31, 1.63, 0.82], [-4.30, -1.01, 0.68], [-1.17, -2.57, 0.57], [8.95, -0.52, -4.80], [2.64, 1.48, -7.54], [2.95, 4.72, -3.02], [-6.85, 2.15, 1.39], [1.71, -2.35, -0.64], [-5.72, 2.72, 2.63], [3.29, 5.62, -0.74], [-7.59, 1.74, 5.62], [-6.26, 2.60, 4.84], [-0.39, -0.86, -5.63], [-7.55, 1.16, -3.49], [-0.26, 1.28, 2.75], [1.31, -1.90, -4.20], [-8.90, 0.78, -1.44], [6.80, -2.38, -7.99], [5.09, 0.14, 0.18], [-1.98, -4.88, 4.09], [2.80, 2.28, -3.37], [-7.83, -0.08, 0.60], [6.92, -0.55, -3.41], [2.38, -3.86, 1.20], [0.27, 0.82, -7.33], [-5.13, 1.80, 1.25], [5.73, -1.34, 2.05], [-0.54, 3.07, -2.59], [4.34, 0.47, -6.09], [3.52, 4.06, 1.17], [-1.59, 4.12, -0.65], [-7.01, -0.50, 5.82], [-5.33, -2.68, 2.54]],
  "multiplicity": 1,
  "relative_energy_kj_mol": 292.8,
  "charge": -2
}

no.,DFT total energy (eV),molar mass (g/mol),Kohn-Sham gap (eV)
1,-10437.9019,118.18,8.172
2,-168773.0713,1087.21,6.652